1.
The following is a DFT calculation (ωB97M-V with the def2-TZVPD basis set) of C40H39HfN4P2S3 as an isolated structure.

Each line ends with the Löwdin charge.
CARTESIAN COORDINATES (ANGSTROEM)
Hf 0.87865 -2.03837 -0.11760  1.391
N 3.26530 -5.18073 1.65955  0.214
C 3.17177 -4.50567 2.87095  -0.159
C 3.67610 -4.81063 4.12816  0.010
C 3.40800 -3.89603 5.12525  -0.050
C 2.67647 -2.72494 4.87258  -0.050
C 2.18044 -2.43013 3.62181  -0.015
C 2.42995 -3.35193 2.60688  -0.195
N 2.07626 -3.34839 1.25671  0.008
C 2.60036 -4.44976 0.74795  -0.256
C 2.43700 -4.75255 -0.66254  -0.307
C 2.61100 -5.93214 -1.31839  -0.281
S 2.22364 -5.72454 -2.96941  1.156
C 1.84270 -4.10583 -2.68229  -0.416
N 1.98248 -3.70553 -1.43775  -0.064
H 3.77340 -6.03014 1.47687  0.181
H 4.24873 -5.70657 4.31761  0.123
H 3.77589 -4.08087 6.12418  0.118
H 2.50626 -2.02969 5.68253  0.116
H 1.64444 -1.51540 3.41968  0.073
H 2.92123 -6.88496 -0.92545  0.096
H 1.50761 -3.45376 -3.47147  0.060
C 0.24998 5.61528 -3.41386  -0.411
S -1.29076 4.70508 -3.22833  0.820
C -1.56501 4.85102 -1.43770  -0.466
C -1.65748 3.49479 -0.74214  -0.253
C -0.37338 2.69674 -0.86947  -0.238
N -0.47458 1.34185 -0.27994  -0.371
P -0.87022 -0.03552 -1.19225  0.978
C -2.28532 0.37370 -2.22157  -0.360
C -2.13949 1.11767 -3.39453  -0.103
C -3.26133 1.52282 -4.09689  -0.056
C -4.52655 1.18172 -3.63808  -0.043
C -4.67505 0.43366 -2.47834  -0.055
C -3.55657 0.03186 -1.76718  -0.094
C 0.47634 -0.28508 -2.39962  -0.433
C 0.20431 -1.15516 -3.47045  -0.124
C 1.11670 -1.29515 -4.50073  -0.085
C 2.33023 -0.60957 -4.45687  -0.039
C 2.62263 0.22428 -3.39191  -0.037
C 1.69119 0.40372 -2.37557  -0.123
P -0.07922 0.90671 1.30350  0.826
C 0.37761 2.38496 2.20531  -0.290
C -0.56485 3.08608 2.96165  -0.065
C -0.19333 4.23784 3.63665  -0.051
C 1.11447 4.69483 3.56456  -0.045
C 2.05794 3.99935 2.82054  -0.052
C 1.69372 2.84904 2.14364  -0.084
C -1.56291 0.23007 2.02746  -0.329
C -2.80905 0.72037 1.63549  -0.100
C -3.95954 0.23194 2.22996  -0.054
C -3.87291 -0.74723 3.21231  -0.044
C -2.63550 -1.23834 3.60230  -0.049
C -1.48091 -0.75046 3.01144  -0.068
H 0.50767 5.59916 -4.47154  0.035
H 1.06814 5.16003 -2.85577  0.033
H 0.13674 6.65521 -3.11340  0.043
H -2.48321 5.41027 -1.25926  0.079
H -0.75511 5.44825 -1.01542  0.085
H -2.48795 2.92319 -1.16409  0.100
H -1.88445 3.65168 0.31731  0.107
H 0.45793 3.22281 -0.39135  0.121
H -0.10183 2.57611 -1.92007  0.082
H -1.15982 1.40304 -3.75601  0.104
H -3.14823 2.11190 -4.99593  0.117
H -5.40100 1.49880 -4.18973  0.118
H -5.66200 0.16211 -2.13119  0.115
H -3.67674 -0.55335 -0.86323  0.100
H -0.75009 -1.66932 -3.52544  0.123
H 0.87902 -1.91946 -5.35237  0.122
H 3.03544 -0.71852 -5.26918  0.121
H 3.55900 0.76343 -3.36275  0.122
H 1.89834 1.10024 -1.57344  0.075
H -1.58453 2.73256 3.04486  0.106
H -0.92739 4.77111 4.22470  0.117
H 1.40151 5.59041 4.09848  0.118
H 3.07862 4.35141 2.77206  0.117
H 2.43889 2.30762 1.57457  0.067
H -2.88518 1.47724 0.86513  0.094
H -4.92603 0.61362 1.93033  0.117
H -4.77372 -1.12702 3.67333  0.118
H -2.56980 -2.00056 4.36567  0.116
H -0.51744 -1.13953 3.31563  0.088
S 2.72496 -0.27396 0.67003  0.596
C 1.10270 -0.33755 1.16818  -0.983
C -0.88731 -3.39401 -0.02194  -0.296
H -1.77210 -2.95998 0.45028  -0.020
H -0.69318 -4.34396 0.48752  -0.009
H -1.18069 -3.65327 -1.05120  -0.009

Output
**Multiplicity**: 2
**E_tot**: -100452.7413 eV
**E_LUMO (alpha / beta)**: -5.329 / -6.049 eV
**ΔE to the lowest compared entry with this formula, charge and spin**: 0.0 kJ/mol
**Strongest force on any atom**: 0.60 eV/Å
**Expectation value of S²**: 0.755
**Net charge**: +2

---

2.
The following is a DFT calculation (ωB97M-V with the def2-TZVPD basis set) of a 2-piece molecular cluster, C4H10N2S overall.

Each line ends with the Löwdin charge.
CARTESIAN COORDINATES (ANGSTROEM)
C 2.02995 0.24219 0.75268  -0.017
C -0.90462 -0.03244 0.28067  -0.299
C -1.12035 1.34231 0.70763  -0.099
C -0.10134 -1.67423 -1.10024  -0.174
N 2.03240 1.02469 -0.31789  -0.528
N -0.38672 -0.33343 -0.82173  -0.060
S 2.49182 0.68639 -1.91583  0.450
H 1.45575 0.57161 1.57738  0.064
H 2.42922 -0.66449 0.64066  0.038
H -0.97032 -0.76891 1.13653  0.134
H -2.07889 1.42833 1.13832  0.058
H -1.01708 1.91454 -0.20670  0.080
H -0.43967 1.88271 1.40735  0.088
H -0.97516 -2.00777 -1.63946  0.079
H 0.86681 -1.77432 -1.77102  0.087
H 0.10229 -2.29106 -0.24455  0.060
H 1.51126 1.86986 -0.47847  0.040

Output
**Multiplicity**: 1
**E_tot**: -18122.2680 eV
**E_LUMO**: -0.059 eV
**ΔE to the lowest compared entry with this formula, charge and spin**: 320.0 kJ/mol
**SMILES string**: C=[NH+][S-].C/C=N/C
**Strongest force on any atom**: 5.87 eV/Å
**Net charge**: 0

---

3.
The following is a DFT calculation (ωB97M-V with the def2-TZVPD basis set) of a 2-piece molecular cluster, C3H11NOS2 overall.

Each line ends with the Löwdin charge.
CARTESIAN COORDINATES (ANGSTROEM)
S 1.96154 -0.93208 -0.58985  0.533
S 0.36673 -0.11731 -1.55840  0.672
C -0.31684 0.93620 -0.25853  -0.487
C -1.00996 0.07321 0.78947  -0.244
C -2.08604 -0.84369 0.20265  -0.267
N -1.56490 -2.14874 -0.14743  0.091
H 2.93672 -0.52612 -1.42579  -0.127
H 0.44679 1.59525 0.16069  0.094
H -1.04036 1.58450 -0.76790  0.098
H -0.28502 -0.56297 1.29885  0.103
H -1.49238 0.64662 1.57277  0.126
H -2.91707 -0.94239 0.90347  0.133
H -2.51581 -0.40020 -0.70803  0.127
H -2.28350 -2.83564 -0.34599  0.108
H -0.90062 -2.12811 -0.92479  0.031
H 0.00933 4.41092 3.08643  0.041
H 0.90294 3.20930 3.34333  0.032
O 0.00967 3.44684 3.07756  -0.065

Output
**Multiplicity**: 2
**E_tot**: -28488.8255 eV
**E_LUMO (alpha / beta)**: -3.942 / -8.397 eV
**ΔE to the lowest compared entry with this formula, charge and spin**: 50.5 kJ/mol
**Strongest force on any atom**: 0.86 eV/Å
**Expectation value of S²**: 0.757
**Net charge**: +1

---

4.
The following is a DFT calculation (ωB97M-V with the def2-TZVPD basis set) of C33H37AuO3P as an isolated structure.

Each line ends with the Löwdin charge.
CARTESIAN COORDINATES (ANGSTROEM)
Au -0.91775 -0.36098 0.26162  1.012
C 2.08020 4.06204 -1.39679  -0.040
C 0.57466 3.96324 -1.48366  -0.261
C -0.10692 5.02003 -2.08446  -0.031
C -1.48851 5.04265 -2.18891  -0.051
C -2.23619 3.98602 -1.69212  -0.066
C -1.58365 2.91967 -1.10110  -0.111
C -0.18932 2.88866 -0.99632  -0.310
P 0.47681 1.44936 -0.10353  1.059
C 1.96902 0.93987 -1.01298  -0.304
C 1.78606 0.95611 -2.40130  -0.116
C 2.78550 0.53282 -3.25547  -0.060
C 3.99061 0.09359 -2.72492  -0.049
C 4.17376 0.07313 -1.35462  -0.028
C 3.17522 0.48164 -0.47149  -0.247
C 3.44407 0.38540 1.00908  -0.026
C 0.66477 2.07592 1.60819  -0.299
C 0.82016 3.39387 1.95706  -0.041
C 0.51889 3.81138 3.26130  -0.029
C -0.03978 2.92521 4.17112  -0.042
C -0.21746 1.59998 3.81190  0.008
C 0.21682 1.14907 2.55859  -0.324
C 0.20735 -0.22106 2.21826  0.012
H 2.37005 5.09585 -1.20527  0.091
H 2.53910 3.76231 -2.34021  0.095
H 2.50491 3.43878 -0.61351  0.063
H 0.46988 5.85738 -2.46133  0.122
H -1.97826 5.88897 -2.65360  0.115
H -3.31658 4.00127 -1.75404  0.113
H -2.15554 2.08797 -0.70651  0.073
H 0.85551 1.32994 -2.81130  0.099
H 2.62789 0.55912 -4.32600  0.114
H 4.78793 -0.23123 -3.38209  0.115
H 5.11760 -0.27010 -0.94677  0.121
H 4.50353 0.52584 1.21669  0.091
H 3.17259 -0.60948 1.37566  0.088
H 2.88713 1.12507 1.57894  0.060
H 1.12994 4.12544 1.22189  0.109
H 0.67236 4.84585 3.54024  0.117
H -0.34463 3.27084 5.14986  0.118
H -0.65667 0.88704 4.50009  0.127
H -0.27750 -0.94156 2.87006  0.099
H 0.90973 -0.62776 1.49848  0.032
C -3.48722 -3.35721 2.48315  -0.001
C -2.21296 -2.74981 1.94391  -0.360
O -2.35824 -1.68916 1.29482  -0.097
C -0.95535 -3.42143 2.20186  -0.119
C -0.88933 -4.39032 3.23382  -0.043
C 0.26710 -5.05159 3.53780  -0.088
C 1.43271 -4.76179 2.80613  -0.066
C 1.42010 -3.82276 1.80968  -0.013
C 0.22696 -3.13478 1.43433  -0.394
O 0.25720 -2.34409 0.41955  -0.183
H -4.33572 -2.81567 2.07188  0.090
H -3.51928 -3.26834 3.57080  0.094
H -3.55509 -4.41224 2.22316  0.099
H -1.77177 -4.59516 3.82590  0.107
H 0.28756 -5.77251 4.34446  0.104
H 2.35407 -5.28530 3.03545  0.111
H 2.30458 -3.61139 1.21873  0.113
C -2.70629 0.16741 -3.44065  -0.052
C -1.60096 -0.81644 -3.10251  -0.250
O -1.79317 -1.39310 -1.81041  -0.269
C -2.47874 -2.65240 -1.80907  -0.239
C -1.54598 -3.80162 -2.13998  -0.051
H -2.44755 0.72783 -4.34110  0.087
H -2.83867 0.87209 -2.61845  0.054
H -3.65169 -0.34890 -3.60897  0.079
H -0.63403 -0.31873 -3.07432  0.094
H -1.55213 -1.60735 -3.85221  0.120
H -3.31702 -2.60767 -2.51187  0.125
H -2.89039 -2.76609 -0.80970  0.100
H -1.07754 -3.65242 -3.11547  0.075
H -2.10056 -4.74145 -2.16863  0.086
H -0.75391 -3.86685 -1.39283  0.068

Output
**Multiplicity**: 1
**E_tot**: -53937.8204 eV
**E_LUMO**: -4.674 eV
**ΔE to the lowest compared entry with this formula, charge and spin**: 90.0 kJ/mol
**Strongest force on any atom**: 2.40 eV/Å
**Net charge**: +1